[1]
Density functional theory data (ωB97M-V/def2-TZVPD) for a structure of composition AlBH4.

Last column: Mulliken charge in e.
Geometry (Å):
Al: 2.20366 -1.17393 -0.23941  0.88
B: -0.46299 0.23888 0.04639  0.02
H: -0.80137 -0.67986 -0.40710  0.04
H: -1.29171 0.91054 0.20870  0.13
H: 0.06251 -0.00809 0.95583  -0.04
H: 0.28991 0.71247 -0.56442  -0.02

Molecular weight ... 41.83 g/mol
Net charge ... +1
Lowest unoccupied orbital energy (alpha / beta) ... -5.846 / -9.774 eV
E ... -7324.503 eV
2S+1 ... 2
⟨S²⟩ ... 0.753
HOMO level (alpha / beta) ... -16.81 / -16.57 eV


[2]
Density functional theory data (ωB97M-V/def2-TZVPD) for a cluster of 2 separate species, C4H15N2O in total.

Last column: Mulliken charge in e.
Geometry (Å):
C: 0.16513 1.98303 0.36789  -0.79
N: -1.21436 2.47427 0.08391  -0.56
C: 0.06430 0.51279 0.81224  -0.08
N: -1.04245 -0.25010 0.10650  -0.11
C: 1.48805 -1.64118 1.23452  -1.17
C: 1.40086 -0.21613 0.57350  -0.68
H: 0.80819 1.97715 -0.51665  0.37
H: 0.61413 2.56922 1.16569  0.38
H: -1.22673 2.75015 -0.89097  0.23
H: -1.33980 3.32010 0.62871  0.27
H: -0.09052 0.50494 1.89051  0.25
H: -0.90930 -0.30705 -0.90338  0.30
H: -1.93936 0.16809 0.35128  0.41
H: -0.96468 -1.14869 0.57302  0.30
H: 2.31412 -2.11741 0.73181  0.33
H: 1.68946 -1.53926 2.30065  0.35
H: 0.54517 -2.17950 1.18120  0.36
H: 1.55435 -0.35959 -0.50789  0.40
H: 2.26312 0.38363 0.88381  0.43
H: -0.16318 -2.32805 -3.38904  0.31
H: -0.89558 -3.17439 -2.43996  0.31
O: -0.58388 -2.26625 -2.53585  -0.61

Molecular weight ... 107.18 g/mol
Net charge ... +1
Lowest unoccupied orbital energy ... -2.910 eV
E ... -9412.890 eV
2S+1 ... 1
HOMO level ... -14.04 eV


[3]
Density functional theory data (ωB97M-V/def2-TZVPD) for a cluster of 2 separate species, C4H8O in total.

Last column: Mulliken charge in e.
Geometry (Å):
C: -3.66398 -0.23381 -1.12893  -0.76
C: -2.49883 -1.12692 -0.77896  0.14
O: -1.71118 -1.58640 -1.55387  -0.46
H: -3.33740 0.52240 -1.83381  0.25
H: -4.42090 -0.86189 -1.60924  0.25
H: -4.15158 0.10757 -0.21863  0.29
H: -2.38924 -1.30136 0.31085  0.29
C: 3.10596 0.51432 1.27977  -0.46
C: 4.25994 1.10547 0.93896  -0.45
H: 2.30548 0.26417 0.59001  0.23
H: 2.89805 0.18886 2.29526  0.21
H: 4.78010 0.68903 0.08098  0.22
H: 4.82357 1.71856 1.62760  0.24

Molecular weight ... 72.11 g/mol
Net charge ... 0
Lowest unoccupied orbital energy ... 0.951 eV
E ... -6322.716 eV
2S+1 ... 1
HOMO level ... -9.17 eV


[4]
Density functional theory data (ωB97M-V/def2-TZVPD) for a structure of composition C17H29BF4NO2P2Yb.

Last column: Mulliken charge in e.
Geometry (Å):
C: 4.12160 0.34868 -0.31111  -0.96
C: 2.73161 0.48912 -0.40838  0.36
N: 1.91357 -0.03487 0.52925  0.65
C: 2.44411 -0.80109 1.50082  0.91
C: 3.82101 -0.92285 1.68013  -1.00
C: 4.68162 -0.33527 0.76299  -0.59
C: 2.17076 1.23837 -1.59185  -1.09
P: 0.46453 1.90740 -1.33429  1.44
Yb: -0.64767 0.36451 0.75764  -0.03
P: -0.06513 -2.16664 1.77264  1.13
C: 1.53377 -1.51931 2.48066  -1.52
C: -2.66953 0.11559 -0.61825  0.87
C: -3.33537 1.29015 -0.37416  -0.46
C: -4.74534 1.29474 -0.56923  -0.60
C: -5.41058 0.14120 -1.01296  -0.55
C: -4.67215 -1.02123 -1.27197  -0.47
C: -3.26385 -1.02972 -1.06606  -0.59
O: 1.98970 -0.33540 -3.87916  -0.74
O: -0.37787 -0.89781 -2.94057  -0.81
H: 4.71432 0.79787 -1.09845  0.51
H: 4.15504 -1.50988 2.52744  0.48
H: 5.75510 -0.42619 0.87782  0.42
C: 0.91854 3.54429 -0.65794  -1.48
C: 0.05421 2.38187 -3.04271  -1.27
H: 2.05808 -2.39063 2.90579  0.54
H: 1.28278 -0.84131 3.31602  0.37
H: 2.16401 0.58414 -2.53260  0.24
H: 2.83803 2.08791 -1.81370  0.53
C: -0.89851 -2.39395 3.37841  -1.31
C: 0.42708 -3.88716 1.38363  -1.38
H: -2.83923 2.20694 -0.03767  0.26
H: -5.30013 2.21621 -0.37000  0.35
H: -6.49877 0.15145 -1.15234  0.35
H: -5.16123 -1.92993 -1.62678  0.37
H: -2.67628 -1.93098 -1.26354  0.36
H: -0.41611 -1.14324 -1.91431  -0.78
H: -1.29462 -0.87958 -3.25016  0.27
H: 1.07309 -0.68535 -3.65239  0.43
H: 2.57068 -1.10948 -3.83192  0.31
H: -0.44347 -1.26707 -0.69662  0.79
H: 1.44877 4.15932 -1.39931  0.44
H: -0.01323 4.04105 -0.35784  0.39
H: 1.54219 3.40629 0.23395  0.35
H: 0.82206 3.03262 -3.48213  0.44
H: -0.07684 1.47402 -3.64399  0.29
H: -0.90110 2.91689 -2.99310  0.45
H: 0.70738 -4.44248 2.29069  0.42
H: -0.44096 -4.36330 0.90179  0.40
H: 1.26984 -3.86072 0.67655  0.33
H: -0.50404 -3.28554 3.87743  0.41
H: -0.74749 -1.50568 4.00430  0.36
H: -1.96924 -2.52400 3.18024  0.39
F: -0.12518 2.26603 1.89569  -0.18
B: -0.88051 1.88567 3.10449  0.23
F: -1.91209 0.99605 2.59234  -0.38
F: -0.00829 1.09635 3.87256  -0.34
F: -1.37867 3.00587 3.69223  -0.29

Molecular weight ... 601.22 g/mol
Net charge ... 0
Lowest unoccupied orbital energy (alpha / beta) ... 0.150 / 0.151 eV
E ... -85344.428 eV
2S+1 ... 2
⟨S²⟩ ... 0.751
HOMO level (alpha / beta) ... -6.99 / -6.98 eV


[5]
Density functional theory data (ωB97M-V/def2-TZVPD) for a cluster of 2 separate species, Cl3H7Si4 in total.

Last column: Mulliken charge in e.
Geometry (Å):
Si: -1.76741 1.02193 -1.24413  0.40
Si: 0.16345 1.48554 0.00414  0.39
Si: 0.37264 0.16577 1.88157  0.51
Si: 1.78518 -3.41389 -1.42635  0.21
Cl: 1.75508 -3.65399 0.58450  -0.14
Cl: 1.63929 -1.34949 -1.49896  -0.11
Cl: -0.87840 -1.46208 1.64440  -0.26
H: -2.15664 2.12283 -2.16301  -0.12
H: -1.12355 -0.08117 -2.08874  -0.11
H: -2.84643 0.61650 -0.39190  -0.12
H: -0.01958 2.83347 0.29096  -0.22
H: 1.37469 1.35528 -0.83150  -0.13
H: 0.08812 0.79185 3.19907  -0.15
H: 1.61356 -0.43254 2.03995  -0.16

Molecular weight ... 225.76 g/mol
Net charge ... 0
Lowest unoccupied orbital energy ... -0.810 eV
E ... -69192.689 eV
2S+1 ... 1
HOMO level ... -9.76 eV


[6]
Density functional theory data (ωB97M-V/def2-TZVPD) for a cluster of 5 separate species, C13H32ClO14S3 in total.

Last column: Mulliken charge in e.
Geometry (Å):
Cl: 0.45127 0.49862 -1.58732  1.74
O: 1.14694 -0.73756 -1.36716  -0.70
O: 1.02776 1.56959 -0.80303  -0.68
O: 0.52827 0.84461 -2.98348  -0.75
O: -0.93061 0.35070 -1.17916  -0.62
C: 3.80614 1.63233 2.66372  -0.61
C: 3.59338 1.11009 1.24172  -0.24
C: 3.08976 -0.31941 1.47762  -0.03
O: 2.49115 -0.31609 2.78054  -0.38
C: 2.67312 0.93532 3.42718  -0.42
H: 3.76907 2.72004 2.69853  0.34
H: 4.75793 1.26140 3.05309  0.27
H: 4.47274 1.15711 0.60125  0.41
H: 2.78240 1.64440 0.74236  -0.01
H: 3.90167 -1.05260 1.45552  0.28
H: 2.31810 -0.57972 0.75395  -0.11
H: 2.96969 0.73221 4.45644  0.29
H: 1.75400 1.52837 3.38027  0.25
O: 1.67837 6.27319 -1.09549  -0.63
S: 1.04486 6.08315 -2.35513  1.19
O: 0.00570 6.96005 -2.77650  -0.65
O: 2.16011 6.16956 -3.48990  -0.31
C: 3.51647 5.86883 -3.12294  -0.16
C: 4.27356 5.52104 -4.38382  -1.21
C: 0.52621 4.41751 -2.50987  -0.89
H: 3.52723 5.04935 -2.40134  0.36
H: 3.98029 6.71920 -2.61941  0.29
H: 4.21502 6.33520 -5.10289  0.30
H: 3.84978 4.62465 -4.83939  0.30
H: 5.30286 5.28406 -4.11382  0.37
H: 1.37034 3.73549 -2.47339  0.30
H: -0.10595 4.30981 -3.38574  0.38
H: -0.10898 4.22139 -1.64439  0.35
O: -4.12716 -3.19217 -0.36326  -0.68
S: -2.84477 -3.28387 -0.99302  1.21
O: -1.67669 -3.26128 -0.17701  -0.53
O: -2.82347 -4.61316 -1.86946  -0.27
C: -3.26822 -5.81850 -1.21559  -0.14
C: -2.54416 -6.98487 -1.84452  -1.27
C: -2.73916 -2.12304 -2.30577  -0.87
H: -4.34526 -5.88775 -1.35951  0.27
H: -3.00300 -5.78228 -0.15818  0.32
H: -1.46729 -6.90507 -1.70897  0.31
H: -2.75956 -7.10250 -2.90760  0.31
H: -2.89021 -7.90799 -1.37093  0.39
H: -3.64722 -2.23314 -2.88910  0.35
H: -1.83104 -2.28718 -2.87954  0.34
H: -2.61776 -1.15693 -1.81839  0.27
O: -1.72217 0.00451 4.05383  -0.72
S: -1.11967 -1.15427 3.46073  1.27
O: 0.03760 -1.73928 4.03283  -0.63
O: -2.18420 -2.34544 3.47581  -0.32
C: -3.59051 -2.01650 3.44578  -0.09
C: -4.31615 -2.83374 4.51370  -1.16
C: -0.84432 -0.91150 1.75418  -0.70
H: -3.93880 -2.30035 2.45011  0.13
H: -3.73465 -0.94802 3.57214  0.43
H: -3.58700 -3.33646 5.14379  0.31
H: -4.99176 -3.56154 4.06624  0.30
H: -4.93736 -2.17730 5.12536  0.31
H: -0.17799 -0.05543 1.68170  0.18
H: -1.75481 -0.79907 1.17510  0.34
H: -0.39190 -1.83774 1.41155  0.30

Molecular weight ... 544.04 g/mol
Net charge ... -1
Lowest unoccupied orbital energy ... 2.354 eV
E ... -87686.893 eV
2S+1 ... 1
HOMO level ... -6.61 eV


[7]
Density functional theory data (ωB97M-V/def2-TZVPD) for a structure of composition C49H40N8O5PSSe2Sr.

Last column: Mulliken charge in e.
Geometry (Å):
Sr: -0.83149 -0.12114 0.29680  0.78
N: -0.15294 3.21609 -0.28075  0.56
C: 0.84239 3.21871 0.67916  0.11
N: 1.56524 4.33851 0.86882  -0.78
C: 2.36158 4.25484 1.96044  0.23
N: 3.28274 5.24626 2.18810  -0.53
N: 2.29768 3.25813 2.85026  -0.61
C: 1.69648 2.12543 2.43069  0.10
N: 1.05626 2.04704 1.28939  1.13
C: 1.85650 0.80203 3.04484  -0.17
C: 2.66732 0.62881 4.15157  -0.76
C: 2.81909 -0.61189 4.78112  -0.74
C: 2.20119 -1.66344 4.16986  -0.94
C: 1.36122 -1.40270 3.04602  -0.72
N: 1.16173 -0.21497 2.48014  1.27
H: -0.17830 3.96693 -0.94301  0.37
H: -0.31943 2.33120 -0.76177  -0.86
H: 3.61365 5.66669 1.33360  0.28
H: 3.97558 4.93696 2.86262  0.28
H: 3.12639 1.54958 4.51774  0.54
H: 3.41560 -0.76484 5.71841  0.34
H: 2.29731 -2.69860 4.47859  0.50
H: 0.65005 -2.18288 2.69983  0.52
O: -3.97355 0.86459 3.53348  -0.79
S: -2.70476 0.89207 2.84280  0.95
O: -1.93510 -0.31542 2.95686  -0.53
N: -2.58658 1.34816 1.32766  0.98
C: -3.65751 1.94417 0.75626  -0.20
C: -4.67634 2.59121 1.46981  -0.64
C: -5.71121 3.20614 0.76165  -1.09
C: -5.70864 3.25990 -0.61939  -0.87
C: -4.76522 2.57629 -1.38693  1.08
C: -4.68811 2.72760 -2.77021  -0.47
C: -3.71718 2.12087 -3.49993  -1.25
C: -2.75596 1.39235 -2.72813  -0.14
N: -2.74677 1.27258 -1.41688  0.63
C: -3.74015 1.86325 -0.69051  -0.74
C: -1.77062 2.16319 3.69321  0.16
C: -0.88605 1.60438 4.59839  -0.60
C: 0.07844 2.42440 5.15959  -0.24
C: 0.23022 3.76089 4.76061  -0.60
C: -0.60135 4.28152 3.75868  -0.32
C: -1.67812 3.50159 3.31057  -0.46
H: -4.61727 2.69787 2.52468  0.51
H: -6.53944 3.70853 1.33692  0.27
H: -6.44404 3.80297 -1.20346  0.33
H: -5.45876 3.31289 -3.25893  0.34
H: -3.65253 2.22200 -4.57555  0.48
H: -1.97006 0.90468 -3.23692  0.26
H: -0.81921 0.58158 4.83600  0.49
H: 0.82502 1.99583 5.84034  0.45
H: 1.05826 4.35413 5.10595  0.27
H: -0.43711 5.28604 3.38705  0.39
H: -2.31767 3.88693 2.52723  0.36
O: 3.06567 0.97413 -1.76014  -0.68
C: 2.40484 1.00530 -3.06282  2.60
C: 0.97720 1.65951 -2.77750  -0.40
O: 0.61002 2.64816 -3.38194  -0.73
O: 0.44292 1.04527 -1.76860  0.39
C: 2.30606 -0.47910 -3.36682  -0.02
C: 1.09002 -1.16877 -3.42815  0.49
C: 1.05063 -2.50533 -3.68407  -1.03
C: 2.23610 -3.26485 -3.77188  -0.26
C: 3.46469 -2.58654 -3.70578  -1.08
C: 3.46676 -1.22735 -3.51401  -0.32
C: 3.20704 1.88426 -3.96116  -0.51
C: 2.72022 2.14057 -5.19698  0.06
C: 3.38408 3.13066 -5.96932  -0.87
C: 4.53123 3.72493 -5.51254  -0.34
C: 5.08189 3.38999 -4.27362  -0.84
C: 4.37113 2.50604 -3.47536  -0.39
H: 2.33427 0.77921 -1.10415  0.21
H: 0.11975 -0.67247 -3.28949  0.13
H: 0.14215 -3.03536 -3.85390  0.42
H: 2.14171 -4.32550 -3.93857  0.47
H: 4.39716 -3.14931 -3.75061  0.37
H: 4.42201 -0.74624 -3.54038  0.43
H: 1.81541 1.61876 -5.51942  0.37
H: 2.93752 3.40316 -6.93701  0.33
H: 5.02880 4.39505 -6.20632  0.35
H: 5.97350 3.95749 -3.90628  0.31
H: 4.72664 2.25090 -2.47939  0.37
Se: -2.53077 -2.27313 -0.69159  -0.52
P: -1.00678 -3.63150 0.14113  0.36
Se: 0.99472 -2.85392 0.35813  -0.58
C: -0.84841 -5.13452 -0.90402  0.57
C: -1.97499 -5.84919 -1.27781  -0.18
C: -1.91404 -6.88503 -2.23944  -0.80
C: -0.72310 -7.06407 -2.87326  -0.48
C: 0.41351 -6.37521 -2.48757  -0.65
C: 0.39030 -5.46814 -1.43682  -0.53
C: -1.45933 -4.24974 1.83499  0.68
C: -0.43731 -4.63202 2.74321  -0.37
C: -0.75198 -5.20065 3.98576  -0.80
C: -2.07807 -5.31260 4.38024  -0.40
C: -3.07317 -4.87782 3.54437  -0.78
C: -2.76423 -4.37653 2.27626  -0.45
H: -2.94702 -5.63357 -0.77256  0.29
H: -2.73192 -7.53444 -2.41289  0.45
H: -0.72486 -7.78882 -3.69073  0.34
H: 1.31045 -6.59525 -3.05262  0.43
H: 1.30952 -5.02406 -1.14062  0.49
H: 0.57969 -4.53536 2.36877  0.48
H: 0.01398 -5.59347 4.62093  0.44
H: -2.29540 -5.74617 5.34692  0.38
H: -4.06061 -4.92632 3.87176  0.50
H: -3.53808 -3.95096 1.68030  0.39

Molecular weight ... 1129.49 g/mol
Net charge ... -1
Lowest unoccupied orbital energy ... 1.965 eV
E ... -225281.591 eV
2S+1 ... 1
HOMO level ... -5.14 eV